Record 1
ORCA calculation (the ωB97M-V functional and the def2-TZVPD basis) on a molecular structure, C35H43ClP2ReSi2 at a distorted geometry.

## Properties
* charge: +2
* energy relative to the best compared isomer or geometry (same formula, charge and spin): 0.0 kJ/mol
* HOMO (spin up / spin down): -13.24 / -13.57 eV
* multiplicity: 4
* HOMO-LUMO gap (spin up / spin down): 0.27499 / 0.18822 hartree

Each line ends with the Löwdin charge.
Element x y z (Å)
H1 -1.7843 2.7845 -4.3890  0.11
H2 1.5471 -5.6935 0.8986  0.13
C1 2.7833 -3.8233 0.9821  -0.23
C2 1.1721 -4.1179 -0.6608  -0.23
C3 1.7630 -4.7112 0.5037  -0.24
H3 1.3661 0.4955 -2.2341  0.07
C4 2.0509 4.5198 -0.5397  -0.11
P1 0.6046 -3.4520 3.5646  0.77
C5 2.0183 0.7161 -1.3786  -0.18
C6 -0.9972 -0.4267 -1.4025  -0.15
H4 -3.7973 -1.1405 -3.1993  0.12
C7 1.5641 5.4995 -2.6887  -0.08
C8 2.2620 6.6552 -2.3137  -0.06
C9 2.7240 5.6799 -0.1514  -0.06
H5 -2.5222 -5.2651 2.5781  0.09
C10 -2.1128 -4.6405 -0.0439  -0.25
C11 -0.8326 -4.6176 3.7769  -0.37
C12 -3.6525 0.3784 -1.6638  -0.06
H6 -1.1346 -4.5506 4.8350  0.10
Si1 -0.2470 1.9194 0.1026  0.82
H7 0.0209 -0.7941 -1.2521  0.05
C13 1.8189 -2.8609 -0.8970  -0.22
H8 -0.5833 2.1334 1.5259  0.02
C14 4.2687 0.7748 -0.4924  -0.06
H9 -2.7559 -3.6889 3.3657  0.09
C15 3.3938 0.5429 -1.5579  -0.06
H10 3.1652 5.7436 0.8474  0.11
H11 1.9682 1.4984 1.9269  0.09
H12 -0.5593 -1.5433 4.5443  0.02
H13 2.0910 -5.3470 3.7838  0.05
H14 3.4520 -4.0133 1.8042  0.11
H15 -3.1252 -4.9965 0.1824  0.06
C16 -3.5412 3.8101 -3.6512  -0.06
H16 5.3494 0.6697 -0.6364  0.12
C17 0.2858 -2.1760 4.8320  -0.28
C18 -2.2073 3.3936 -3.5884  -0.09
C19 -2.8113 1.0380 -0.7709  -0.10
P2 -1.5998 -3.4816 1.2578  0.77
H17 -0.4339 -5.6270 3.5954  0.09
H18 -3.8243 -2.5550 1.2578  0.07
C20 -2.0184 -4.3285 2.8591  -0.36
C21 2.3773 1.2843 0.9424  -0.16
Cl1 0.0141 -0.8024 1.9474  0.13
C22 3.7523 1.1037 0.7687  -0.05
C23 -1.8242 -1.0606 -2.3316  -0.08
H19 1.1752 -1.5451 4.9258  0.06
H20 0.7316 2.2588 -3.4428  0.03
H21 -3.7059 5.5656 -0.7307  0.12
C24 -1.4013 3.7507 -2.4965  -0.34
C25 -1.4435 0.7064 -0.6997  -0.37
H22 -4.6958 0.6922 -1.7513  0.12
H23 -2.7429 -1.6526 0.1530  0.02
C26 1.4214 4.4238 -1.7933  -0.31
H24 -1.4220 -5.4894 -0.0886  0.05
H25 -4.1636 3.5256 -4.5038  0.12
C27 2.8372 6.7534 -1.0408  -0.06
H26 2.9370 -3.7949 4.0278  0.05
H27 -2.1146 -4.1201 -1.0089  0.05
H28 2.0043 3.6812 0.1595  0.06
Re1 0.9179 -2.8616 1.0004  0.94
H29 -3.1919 1.8547 -0.1550  0.11
C28 1.5006 1.2052 -0.1553  -0.40
Si2 0.2919 2.9718 -2.2212  0.85
C29 -2.8180 -2.1363 1.1321  -0.26
H30 -2.6287 -1.3812 1.8997  0.02
H31 3.7811 0.2232 -2.5327  0.13
H32 2.3591 7.4868 -3.0161  0.12
H33 0.0737 -2.6646 5.7901  0.06
H34 -5.1372 4.8898 -2.6601  0.12
C30 -1.9440 4.5820 -1.4978  -0.11
H35 1.6169 -2.1926 -1.7157  0.11
C31 -4.0902 4.5844 -2.6225  -0.05
H36 -1.4153 -1.8605 -2.9561  0.12
H37 0.4203 -4.5767 -1.2865  0.12
C32 -3.2876 4.9691 -1.5432  -0.06
H38 -1.3222 4.9058 -0.6568  0.11
C33 2.0231 -4.3573 4.2456  -0.25
H39 4.4188 1.2135 1.6296  0.12
H40 3.4953 -1.8480 0.2130  0.11
H41 1.9083 -4.4547 5.3321  0.06
C34 2.8203 -2.6798 0.1210  -0.19
H42 3.3816 7.6547 -0.7454  0.12
C35 -3.1531 -0.6502 -2.4670  -0.06
H43 1.1140 5.4396 -3.6814  0.11

***

Record 2
ORCA calculation (the ωB97M-V functional and the def2-TZVPD basis) on a molecular structure, C35H43ClP2RuSi2 at a distorted geometry.

## Properties
* charge: +2
* HOMO (spin up / spin down): -10.70 / -13.46 eV
* multiplicity: 5
* HOMO-LUMO gap (spin up / spin down): 0.20460 / 0.13509 hartree

Each line ends with the Löwdin charge.
Element x y z (Å)
C1 6.1430 -1.5645 0.1454  -0.04
C2 1.6848 1.5149 1.4037  -0.18
C3 2.5079 -3.1615 -2.8238  -0.31
H1 2.8967 -0.2938 -0.7389  0.05
P1 -0.6943 -0.3008 -1.4184  0.80
C4 2.8814 -2.3655 -1.7007  -0.24
C5 2.5417 -0.9267 -1.6718  -0.44
H2 0.1215 0.3635 -3.5736  0.05
C6 6.1191 -3.1977 -1.6268  -0.02
C7 6.7373 -0.1578 -3.3646  -0.09
H3 4.3785 -1.5186 -5.4034  0.09
C8 2.3304 -1.1057 -4.1316  -0.13
H4 5.8841 -6.9915 0.1426  0.11
C9 7.7400 0.0590 -4.3151  -0.05
Cl1 0.2002 -5.2612 -2.4291  0.35
H5 -0.2695 -1.3788 -3.5176  0.05
H6 -2.0554 0.1518 1.8980  0.05
C10 5.5101 -0.7461 -3.7188  -0.20
C11 4.4726 -5.9053 1.3751  -0.07
H7 7.3680 -4.9245 -1.3715  0.13
C12 6.2654 -0.7417 -6.0404  -0.05
H8 1.1195 -3.1961 2.2155  0.03
H9 -1.6043 1.9325 -1.4891  0.06
H10 2.5499 0.7899 -3.0608  0.12
C13 7.4964 -3.5855 0.3276  0.02
Ru1 1.2852 -0.0270 -0.2491  0.63
C14 4.1856 -6.2869 -0.9971  -0.10
H11 6.9306 0.0979 -2.3225  0.10
H12 0.0116 -2.5058 3.4536  0.07
H13 5.0944 -5.9610 2.2702  0.11
H14 2.1063 -0.6079 -5.0817  0.14
C15 0.6320 1.8564 0.4568  -0.29
H15 -0.5890 0.7448 2.7267  0.04
C16 2.6985 2.2135 -0.5641  -0.13
Si1 4.2819 -1.1344 -2.2492  0.79
C17 -1.4845 -1.9051 -0.9370  -0.35
H16 8.2627 0.0115 -6.4141  0.12
C18 7.0364 -3.9868 -0.9284  -0.02
H17 1.4237 -4.7976 0.2973  0.08
C19 0.7362 -2.2696 2.6626  -0.23
H18 1.6899 -1.3759 0.6269  0.04
H19 6.0447 -0.9407 -7.0892  0.12
H20 8.1961 -4.2191 0.8774  0.14
C20 -1.1371 -2.3842 0.4784  -0.35
H21 5.7840 -3.5274 -2.6157  0.13
H22 -1.4128 -0.7247 3.3121  0.06
H23 -2.2264 1.0544 -0.0653  0.03
P2 -0.0574 -1.2239 1.4030  0.79
H24 -0.4191 1.9745 0.6814  0.08
H25 5.8276 -0.6010 0.5544  0.11
C21 7.0597 -2.3610 0.8491  0.01
C22 -1.9694 0.9657 -1.1262  -0.22
H26 7.4326 -2.0142 1.8134  0.13
C23 3.2169 -5.2896 1.4234  -0.07
H27 4.5370 -6.6840 -1.9521  0.10
C24 2.9419 1.7915 0.7659  -0.09
C25 5.2977 -1.0392 -5.0749  -0.07
H28 -1.1758 -2.6564 -1.6854  0.06
H29 1.5339 1.2265 2.4409  0.10
H30 -2.8660 0.6823 -1.6926  0.07
H31 8.7123 0.4337 -3.9984  0.12
H32 2.8264 -5.7595 -3.6302  -0.02
C26 -1.1358 -0.1538 2.4130  -0.21
H33 1.5741 -1.7078 3.0953  0.06
C27 4.9293 -6.4615 0.1757  -0.08
H34 1.9133 -3.0740 -4.8842  0.13
C28 -0.6032 -0.3779 -3.2176  -0.22
H35 -1.5876 -0.1613 -3.6558  0.07
H36 0.7762 2.5487 -1.7053  0.11
H37 -2.0535 -2.5306 1.0694  0.10
C29 7.4992 -0.2044 -5.6672  -0.04
H38 3.0606 -2.8626 -0.7455  0.10
H39 3.4491 2.4948 -1.2955  0.11
C30 5.6459 -1.9945 -1.0908  -0.17
C31 2.9981 -5.5453 -0.9756  -0.33
C32 2.2480 -2.4907 -4.0217  -0.12
C33 2.4470 -5.1787 0.2583  -0.12
H40 2.8319 -4.8986 2.3667  0.10
Si2 2.2401 -5.0058 -2.6030  0.33
H41 3.9119 1.6956 1.2485  0.11
H42 -0.6262 -3.3612 0.4376  0.08
H43 -2.5735 -1.7641 -1.0415  0.10
C34 2.6309 -0.2974 -3.0034  -0.24
C35 1.2813 2.2105 -0.8023  -0.17

***

| no. | total energy (eV) |
| --- | --- |
| 1 | -85963.4891 |
| 2 | -86410.0528 |